(1)
Entry from OMol25: an isolated molecule of C22H25NO6 (ωB97M-V/def2-TZVPD).

As for the HOMO-LUMO gap: 8.70 eV. As for the HOMO energy: -8.42 eV. As for the SMILES: COc1ccc(CCNC(=O)COc2cc(O)c3c(c2)OC(C)(C)CC3=O)cc1.

Structure (XYZ):
```
54
C22H25NO6 (ωB97M-V/def2-TZVPD)
C 2.5253 4.2052 -0.4550
O 3.4379 3.1375 -0.5878
C 3.1840 1.9762 0.0640
C 2.0946 1.7394 0.8973
C 1.9543 0.5109 1.5196
C 2.8805 -0.5060 1.3340
C 2.6927 -1.8614 1.9635
C 1.5140 -2.5944 1.3150
N 1.6288 -2.5251 -0.1233
C 1.0126 -3.3589 -0.9734
O 0.4775 -4.4015 -0.6646
C 1.0582 -2.8584 -2.4287
O 1.1372 -1.4503 -2.5264
C 0.1470 -0.7031 -1.9773
C 0.3631 0.6745 -1.9767
C -0.5754 1.5279 -1.4239
O -0.3535 2.8463 -1.4394
C -1.7594 1.0030 -0.8477
C -1.9469 -0.3928 -0.8353
C -1.0064 -1.2352 -1.4078
O -3.0212 -0.9766 -0.2763
C -3.8129 -0.1950 0.6299
C -5.1172 -0.9694 0.8049
C -3.0701 -0.0834 1.9660
C -4.0759 1.1924 0.0426
C -2.7898 1.8829 -0.3504
O -2.6726 3.1050 -0.2946
C 3.9612 -0.2632 0.4908
C 4.1167 0.9558 -0.1318
H 2.4462 4.5348 0.5858
H 2.9346 5.0145 -1.0573
H 1.5373 3.9328 -0.8347
H 1.3529 2.5033 1.0668
H 1.1056 0.3463 2.1686
H 2.4965 -1.7641 3.0327
H 3.6017 -2.4502 1.8338
H 0.5700 -2.1262 1.6244
H 1.4852 -3.6467 1.6059
H 2.0231 -1.6656 -0.4829
H 1.9663 -3.2314 -2.9103
H 0.1901 -3.2566 -2.9656
H 1.2650 1.0745 -2.4081
H -1.1431 3.2886 -1.0327
H -1.1997 -2.2937 -1.3714
H -4.9041 -1.9603 1.1956
H -5.7752 -0.4473 1.4930
H -5.6176 -1.0794 -0.1536
H -3.6857 0.4369 2.6942
H -2.8417 -1.0780 2.3416
H -2.1380 0.4643 1.8411
H -4.6268 1.8147 0.7479
H -4.6777 1.0991 -0.8676
H 4.6939 -1.0402 0.3256
H 4.9568 1.1477 -0.7801
```

And the Mulliken charges, in e, turn out to be: C -0.619; O -0.466; C 0.746; C -0.369; C -0.177; C -0.215; C -1.138; C -0.506; N 0.188; C 0.467; O -0.675; C -0.439; O -0.583; C 0.183; C -0.752; C -0.109; O -0.659; C 0.557; C 0.068; C -0.462; O -0.537; C 1.464; C -1.919; C -1.488; C -0.996; C 1.024; O -0.806; C -0.098; C -0.819; H 0.337; H 0.273; H 0.130; H 0.423; H 0.414; H 0.401; H 0.305; H 0.168; H 0.401; H 0.139; H 0.357; H 0.363; H 0.521; H 0.419; H 0.642; H 0.419; H 0.399; H 0.411; H 0.418; H 0.383; H 0.269; H 0.421; H 0.372; H 0.309; H 0.442

(2)
Entry from OMol25: a structure of composition C29H50AuP2 (ωB97M-V/def2-TZVPD).

As for the HOMO-LUMO gap (alpha / beta): 3.34 / 3.27 eV. The spin multiplicity is 3. As for the HOMO energy (alpha / beta): -9.04 / -8.95 eV. The net charge is +1.

Structure (XYZ):
```
82
C29H50AuP2 (ωB97M-V/def2-TZVPD)
Au 0.3316 -0.7110 -0.6773
C -0.6828 -2.7091 2.4660
C 0.6175 -2.9575 1.9506
C 0.8149 -1.4705 3.6961
C -0.5622 -1.8076 3.5556
C 1.5385 -2.1577 2.6843
C -1.9666 -3.2147 1.9327
H -1.8177 -3.7867 1.0073
H -2.6625 -2.3830 1.7130
H -2.4607 -3.8688 2.6700
C -1.6845 -1.2468 4.3345
H -2.5304 -1.9434 4.3343
H -2.0361 -0.2943 3.9101
H -1.3711 -1.0616 5.3702
C 1.3752 -0.4968 4.6600
H 0.8802 -0.5999 5.6355
H 1.2370 0.5410 4.3156
H 2.4510 -0.6674 4.7847
C 2.9809 -1.9886 2.3926
H 3.5976 -2.6165 3.0562
H 3.2864 -0.9404 2.5380
H 3.2090 -2.2588 1.3534
C 0.9621 -3.8544 0.8224
H 1.2469 -4.8542 1.1918
H 1.8078 -3.4549 0.2443
H 0.1111 -3.9728 0.1398
C -1.3906 1.1049 -3.8454
C -2.0281 -0.2132 -3.8287
C -1.4436 -1.3117 -4.6540
C 0.0495 -1.4608 -4.3384
C 0.5393 -0.7549 -3.0492
C 1.5504 0.3004 -3.4194
C 1.1525 1.2657 -4.5592
C -0.3358 1.4528 -4.8845
H -1.5801 -1.0926 -5.7227
H 0.6363 -1.1061 -5.1990
H -1.9684 -2.2543 -4.4621
H -0.5706 0.9639 -5.8414
H -2.0480 1.9539 -3.6232
H -3.0993 -0.2455 -3.6398
H -0.4713 2.5171 -5.1138
H 1.5760 2.2607 -4.3261
H 2.4907 -0.2106 -3.7078
H 1.6661 0.9339 -5.4772
H 0.3014 -2.5227 -4.2564
H 0.9528 -1.5770 -2.3975
P -1.0980 0.1807 -2.2941
C -2.5242 0.7781 -1.2423
C -1.7184 -1.8069 -1.7847
P 2.0397 1.6080 -1.9523
C 0.1363 1.7610 -1.8340
C 3.0355 0.1054 -1.3231
C 2.3688 2.4457 -0.2847
H -2.1766 0.8829 -0.2060
H -3.3484 0.0497 -1.2748
H -2.8750 1.7493 -1.6191
H -1.1147 -2.5849 -2.2614
H -2.7499 -1.8781 -2.1502
H -1.7439 -1.9695 -0.6969
H 2.3500 3.5434 -0.3472
H 3.3358 2.1127 0.1127
H 1.5666 2.0617 0.3654
H -0.1290 2.0676 -0.8247
H -0.1821 2.5604 -2.5289
H 3.2616 0.2102 -0.2615
H 3.9740 0.0703 -1.8990
H 2.5311 -0.8631 -1.4537
C -1.4671 3.6552 1.9831
C -0.6113 2.5632 2.6419
C 0.7276 3.2040 3.0520
C -1.3390 2.1640 3.9297
C -0.3640 1.4196 1.7278
C -0.0955 0.5091 0.9365
H -1.5683 4.4976 2.6813
H -2.4677 3.2767 1.7558
H -1.0050 4.0253 1.0631
H 0.5306 4.0152 3.7702
H 1.3943 2.4718 3.5292
H 1.2424 3.6278 2.1796
H -2.3394 1.7780 3.7116
H -0.7783 1.4191 4.5044
H -1.4505 3.0612 4.5581
```

And the Mulliken charges, in e, turn out to be: Au 2.397; C 1.027; C 0.322; C 0.566; C 0.744; C 0.604; C -1.940; H 0.360; H 0.312; H 0.486; C -1.542; H 0.462; H 0.057; H 0.381; C -1.525; H 0.346; H 0.050; H 0.488; C -1.760; H 0.303; H 0.382; H 0.368; C -1.323; H 0.355; H 0.260; H 0.296; C -0.636; C -0.230; C -1.195; C -1.768; C -1.012; C -0.672; C -1.198; C -1.045; H 0.522; H 0.448; H 0.359; H 0.303; H 0.662; H 0.652; H 0.478; H 0.328; H 0.817; H 0.537; H 0.555; H 1.250; P 1.609; C -0.860; C -2.576; P 0.166; C -1.555; C -1.496; C -0.846; H 0.060; H 0.386; H 0.430; H 0.397; H 0.459; H 0.998; H 0.442; H 0.495; H 0.034; H 0.405; H 1.005; H 0.280; H 0.366; H 0.625; C -1.885; C 2.038; C -1.473; C -1.870; C -0.118; C -1.389; H 0.456; H 0.388; H 0.323; H 0.500; H 0.150; H 0.307; H 0.382; H 0.173; H 0.563

(3)
Entry from OMol25: the ion C10H16N3O2 with charge +1 (ωB97M-V/def2-TZVPD).

As for the HOMO-LUMO gap: 8.18 eV. As for the HOMO energy: -11.14 eV. As for the SMILES: NC(=O)[C@@]1(N2CC[NH2+]CC2)C=CC=CO1. The net charge is +1.

Structure (XYZ):
```
31
C10H16N3O2 (ωB97M-V/def2-TZVPD)
N 1.6969 -2.8633 0.0518
C 0.6154 -2.0735 0.1177
O -0.5516 -2.4403 0.3029
C 1.0843 -0.2584 0.0475
N 0.0338 0.6634 -0.3012
C -0.7591 0.5422 -1.4674
C -2.0620 -0.3288 -1.1945
N -2.7722 0.2724 0.0759
C -1.8813 0.3044 1.2460
C -0.7319 1.2164 0.8235
C 1.7677 0.2022 1.2310
C 2.9988 0.7579 1.1733
C 3.6427 0.9112 -0.0495
C 3.0419 0.3053 -1.0904
O 1.9803 -0.4421 -1.0335
H 2.6651 -2.6881 -0.2900
H 1.3650 -3.8293 0.1872
H -0.1273 0.0481 -2.1357
H -1.1067 1.5649 -1.6050
H -2.9145 -0.4027 -2.0332
H -1.5657 -1.3242 -0.9271
H -3.0738 1.2706 -0.1303
H -3.6015 -0.3534 0.0537
H -1.3391 -0.5351 1.7003
H -2.4746 0.8388 1.9286
H -1.0590 2.2280 0.5724
H 0.0519 1.4115 1.5667
H 1.1758 -0.0488 2.1262
H 3.6612 0.8688 2.0662
H 4.5632 1.5031 -0.0843
H 3.4843 0.1875 -2.1152
```

And the Mulliken charges, in e, turn out to be: N -0.352; C 0.361; O -0.699; C 1.123; N 0.088; C -0.958; C -0.473; N -0.152; C -0.477; C -1.087; C -0.838; C -0.503; C -0.414; C -0.476; O -0.454; H 0.224; H 0.319; H 0.547; H 0.369; H 0.365; H 0.349; H 0.403; H 0.377; H 0.212; H 0.451; H 0.344; H 0.567; H 0.602; H 0.366; H 0.426; H 0.389

(4)
Entry from OMol25: a cluster of 8 separate species, C40H92N12O8 in total (ωB97M-V/def2-TZVPD).

As for the HOMO-LUMO gap: 7.80 eV. As for the HOMO energy: -7.81 eV. As for the SMILES: CC1(C)CCCC(C)(C)N1O.CC1(C)CCCC(C)(C)N1O.CC1(C)CCCC(C)(C)N1O.CC1(C)CCCC(C)(C)N1O.NC(N)=O.NC(N)=O.NC(N)=O.NC(N)=O.

Structure (XYZ):
```
152
C40H92N12O8 (ωB97M-V/def2-TZVPD)
C -0.2250 -6.1245 -1.4786
C 1.1860 -6.2457 -2.0963
C 1.3821 -7.7200 -2.4394
C 1.2889 -5.4486 -3.3840
C 1.3235 -3.9520 -3.1489
C 2.5560 -3.6761 -2.3127
C 2.5770 -4.4326 -0.9810
C 3.9735 -4.3034 -0.3804
C 1.5945 -3.7345 -0.0255
N 2.2614 -5.8274 -1.2185
O 2.2935 -6.5831 -0.0179
H -0.8020 -5.2497 -1.7839
H -0.8337 -7.0063 -1.6844
H -0.1506 -6.0993 -0.3873
H 2.4023 -7.9180 -2.7844
H 1.2151 -8.3405 -1.5562
H 0.7037 -8.0805 -3.2126
H 2.1609 -5.7594 -3.9813
H 0.5290 -5.7427 -4.1206
H 1.2517 -3.4034 -4.0859
H 0.4560 -3.6855 -2.5345
H 2.8513 -2.6256 -2.1863
H 3.4551 -3.9470 -2.9013
H 4.0356 -4.8286 0.5734
H 4.2202 -3.2551 -0.2018
H 4.7230 -4.7000 -1.0700
H 1.9100 -2.7048 0.1836
H 1.5859 -4.2511 0.9359
H 0.5908 -3.5870 -0.4224
H 3.0953 -7.1050 -0.1194
C -5.0862 -1.2627 -0.1618
C -5.1111 -2.4541 0.8014
C -6.0629 -2.1344 1.9479
C -5.5563 -3.6682 -0.0322
C -5.1747 -4.9928 0.6528
C -3.6694 -5.0774 0.8274
C -3.1446 -3.9223 1.6707
C -3.3095 -4.1423 3.1849
C -1.6430 -3.7908 1.3780
N -3.7261 -2.6665 1.2188
O -3.1767 -1.5401 1.8922
H -4.7936 -0.3421 0.3595
H -4.3015 -1.3959 -0.9096
H -6.0591 -1.0358 -0.5977
H -5.7027 -1.2344 2.4434
H -7.0465 -1.8905 1.5331
H -6.2202 -2.9726 2.6269
H -6.6450 -3.6188 0.0162
H -5.0554 -3.6635 -0.9974
H -5.7494 -5.0649 1.5804
H -5.5344 -5.7910 -0.0043
H -3.1774 -5.0350 -0.1482
H -3.4529 -6.0421 1.2913
H -4.3384 -3.9518 3.4925
H -2.6467 -3.4491 3.7034
H -3.0413 -5.1481 3.5156
H -1.4628 -3.5311 0.3389
H -1.0621 -4.6435 1.7583
H -1.1836 -3.0620 2.0534
H -2.5542 -1.2287 1.2236
C 1.8533 3.7203 0.0637
C 0.4212 3.7239 -0.5061
C -0.2598 5.0496 -0.2069
C 0.4827 3.6172 -2.0536
C 0.6160 2.1771 -2.5801
C -0.4221 1.2868 -1.9183
C -0.2979 1.2719 -0.3994
C -1.4674 0.4290 0.1482
C 1.0502 0.6306 -0.0305
N -0.4174 2.6439 0.0336
O -0.5613 2.7515 1.4321
H 2.6166 3.4650 -0.6747
H 2.1515 4.6838 0.4885
H 2.0010 3.0214 0.8943
H 0.3383 5.8619 -0.6182
H -1.2599 5.0838 -0.6436
H -0.3152 5.2851 0.8578
H -0.4829 3.9995 -2.4059
H 1.3024 4.1679 -2.5090
H 0.3469 2.2380 -3.6435
H 1.6570 1.8499 -2.5907
H -0.3947 0.2883 -2.3642
H -1.3854 1.6939 -2.2471
H -2.3847 0.9702 -0.0732
H -1.2404 0.2002 1.1868
H -1.4932 -0.5233 -0.3951
H 1.1459 -0.4037 -0.3731
H 1.1851 0.6237 1.0475
H 1.8846 1.1682 -0.4784
H 0.3239 2.6114 1.8153
C 0.5563 -0.7318 3.2316
C 1.9047 -0.5349 3.8854
C 1.7194 -0.0125 5.3211
C 2.5944 -1.8822 3.9693
C 4.0290 -1.7958 4.4594
C 4.7869 -0.9894 3.4122
C 4.2110 0.3885 3.1027
C 4.7736 1.3578 4.1667
C 4.7014 0.8308 1.7188
N 2.7508 0.3504 3.1077
O 2.1716 1.6340 2.9616
H 0.2202 0.2314 2.8465
H 0.5804 -1.4128 2.3794
H -0.1864 -1.1040 3.9378
H 1.3241 -0.7933 5.9741
H 2.6617 0.3270 5.7500
H 1.0313 0.8353 5.3811
H 1.9583 -2.5785 4.5232
H 2.6629 -2.3423 2.9752
H 4.0709 -1.3456 5.4558
H 4.4575 -2.7934 4.5673
H 4.8011 -1.6131 2.5108
H 5.8362 -0.9356 3.7144
H 5.8450 1.5384 4.0508
H 4.7203 0.9240 5.1688
H 4.2701 2.3236 4.1279
H 5.5466 0.2277 1.3749
H 4.9902 1.8798 1.6512
H 3.9363 0.6478 0.9584
H 2.4185 2.1198 3.7629
N 1.1447 7.9276 -1.9455
C 1.9970 7.8183 -0.8862
N 3.2120 7.2605 -1.1968
O 1.7268 8.1696 0.2461
H 1.4128 7.4727 -2.8085
H 0.2397 8.3442 -1.8624
H 3.8739 7.1235 -0.4585
H 3.4688 7.0187 -2.1365
N -4.4592 8.2514 -3.7274
C -4.8915 7.0672 -3.1772
N -4.0639 6.4939 -2.2369
O -5.9446 6.5640 -3.5262
H -3.5948 8.6888 -3.4769
H -5.0812 8.6369 -4.4127
H -3.2162 6.9458 -1.9448
H -4.0619 5.4878 -2.2094
N -3.6760 3.0686 -1.1832
C -4.2578 3.1602 0.0672
N -3.4298 3.6538 1.0382
O -5.4235 2.8583 0.2612
H -2.7229 3.3650 -1.2980
H -4.2793 2.8208 -1.9447
H -2.4344 3.6936 0.8948
H -3.7736 3.5811 1.9779
N 3.2728 5.5864 -5.7762
C 2.1381 5.4281 -5.0291
N 1.3120 4.4025 -5.3917
O 1.8803 6.2069 -4.1157
H 3.4992 5.0236 -6.5742
H 3.8444 6.3827 -5.5660
H 1.6026 3.9008 -6.2092
H 0.4236 4.3490 -4.9316
```

Atom charges from the Mulliken analysis, given in e for atoms 1 to 99: C -1.645; C 2.220; C -2.114; C -1.893; C -0.203; C -1.640; C 1.661; C -2.238; C -0.451; N 0.364; O -0.478; H 0.250; H 0.441; H 0.301; H 0.462; H 0.453; H 0.425; H 0.445; H 0.431; H 0.387; H 0.075; H 0.379; H 0.452; H 0.461; H 0.334; H 0.477; H 0.052; H 0.598; H -0.303; H 0.370; C -2.109; C 1.278; C -1.694; C -1.134; C -0.905; C -0.775; C 2.035; C -1.688; C -2.427; N 0.950; O -0.522; H 0.468; H 0.371; H 0.441; H 0.287; H 0.482; H 0.369; H 0.448; H 0.350; H 0.405; H 0.409; H 0.065; H 0.438; H 0.325; H 0.318; H 0.381; H 0.420; H 0.687; H -0.061; H 0.260; C -0.834; C 1.669; C -1.109; C -1.630; C -0.555; C -1.532; C 1.933; C -2.040; C -0.752; N 1.606; O -0.699; H 0.298; H 0.426; H -0.433; H -0.318; H 0.087; H 0.527; H 0.534; H 0.309; H 0.503; H 0.262; H 0.510; H 0.313; H 0.065; H 0.293; H 0.645; H -0.148; H -0.460; H 0.415; H 0.169; C -1.572; C 1.782; C -1.936; C -0.802; C -0.892; C -1.384; C 1.905; C -2.023; C -1.680